1.
20
Properties=species:S:1:pos:R:3 method="wB97M-V/def2-TZVPD" lumo_energy_ev=0.5 relative_energy_kj_mol=107.9 gap_ev=10.00 smiles="NCCNC=O.O.O"
H -1.03615 -2.31716 1.52303
H -2.47335 -1.75906 1.17396
N -0.35260 1.79733 -0.05403
H 1.62597 1.52884 -0.74819
H -0.06593 2.61913 0.45372
N 1.74838 -0.80992 -1.69065
O 0.59447 -0.59005 2.74762
O -2.40583 1.86680 0.88158
H 1.52356 -0.73679 2.53370
C -1.62605 1.37119 0.09322
C 0.54605 -0.32122 -1.02891
H 0.52584 -0.73082 -0.01975
H 2.18327 -1.50989 -1.11036
H 0.50830 1.54416 -1.99934
H 0.29858 -0.04413 2.00697
C 0.61156 1.19394 -0.95613
H -1.89893 0.53675 -0.56684
H -0.34587 -0.65186 -1.55983
H 1.58793 -1.21146 -2.60205
O -1.54919 -1.77578 0.92227

---

2.
9
Properties=species:S:1:pos:R:3 method="wB97M-V/def2-TZVPD" lumo_energy_ev="-10.4 / -10.4" total_charge=+1 relative_energy_kj_mol=362.5 gap_ev="6.85 / 6.83"
F 2.29411 -3.39487 0.58678
H -0.98439 0.56545 -0.18266
N 2.01767 -0.35526 -0.10170
C 1.15050 0.60361 -0.29978
N -0.09290 0.08006 -0.09626
H -0.67210 -1.95380 0.45413
H 1.38371 1.61733 -0.57256
C 0.08474 -1.22334 0.22561
N 1.37821 -1.38863 0.20062

---

3.
156
Properties=species:S:1:pos:R:3 method="wB97M-V/def2-TZVPD" lumo_energy_ev=1.9 total_charge=-1 gap_ev=9.02
O 2.52224 3.39526 -3.22131
C 5.22796 -0.17936 0.26060
C -5.63631 0.05032 -2.98942
H -0.68511 4.44837 0.64113
C 0.38937 -6.39136 1.90344
F -0.22720 1.47124 -0.05468
C 6.99341 -1.48157 1.17685
C 1.10895 2.23934 3.87372
H 4.29957 -2.74190 -2.15551
H -2.51985 -2.97088 -0.70149
H 2.00196 -4.00633 1.54289
C -3.69461 3.52024 -3.97934
H -3.28361 6.49754 -0.81142
H 0.32864 -7.29961 2.50303
H -0.68431 4.27983 -4.27266
H -7.12000 -1.36253 -3.97741
C 1.01602 -4.00560 2.00765
C 4.59921 -1.63472 -4.54309
C -2.60330 -3.91741 -0.14533
C 0.72961 -5.28906 4.11185
As 0.19614 -0.30451 -0.02157
H -2.71503 -1.27701 -3.91404
N -2.45960 4.55781 -0.60346
H -2.30283 -5.14703 -4.59404
H 3.28472 -2.54721 2.89621
H 0.36720 2.30732 4.66951
F 0.64298 -2.06630 -0.05280
C -3.16972 5.58989 -1.40412
H 0.32581 4.32929 3.63384
H 5.98394 -1.82611 -0.79283
H -1.26924 2.12549 -2.76346
N -1.74466 -3.04561 -4.31181
C -4.07973 1.80413 2.93263
H -6.30159 0.88785 -3.19929
H 3.44256 -1.41110 -1.51508
C -2.51765 1.10647 4.55075
C 3.47809 -2.06397 -2.38720
O -2.25184 -4.95433 -0.73623
H -0.61469 -4.58682 -5.15604
H -2.58251 1.91835 5.27514
H -4.18184 -0.14586 -1.42358
H -4.40225 1.83879 1.89202
H -4.69210 0.32543 -3.45940
H -2.15976 0.97364 2.44510
H 3.61211 -1.64590 6.08629
H 4.88348 0.56480 -0.45750
H 1.13835 -6.39744 1.11155
H -5.76833 0.58335 -0.93941
H 0.86416 -3.12829 2.63643
H -1.60224 0.53320 4.69736
H -2.01885 2.60236 3.01080
H 8.07616 -1.60597 1.15973
H -4.06932 -2.44097 2.24608
C -1.90277 1.88841 -3.61817
F 0.35662 -0.12121 -1.85324
H -1.99497 -4.19730 -6.01621
C -1.66656 -4.35498 -4.98889
H 3.15796 5.14268 -4.11403
H -5.44680 -1.43273 -4.50899
O 2.34593 4.26460 3.41719
C -5.26394 -0.16269 -1.55352
H -1.03753 -3.78303 -2.45381
N 2.25232 -1.81458 4.56658
C -1.09234 4.90585 -0.26052
H -2.57868 5.90232 -2.26502
O -3.95747 2.89528 -0.79588
O 6.55580 -0.57976 2.11198
O 0.37965 -1.39676 5.72129
C 5.90933 0.49433 1.43913
H -1.00173 5.98701 -0.15578
C 2.57508 4.40068 -1.09818
C 3.28461 3.20265 3.66079
H 3.56231 2.71391 2.72692
F -1.50263 -0.88937 -0.31011
H -4.19116 2.82679 -3.28308
H 3.83107 -0.90433 3.41531
H -2.71325 1.27452 -3.22529
H -2.19060 2.64881 0.17583
C -3.62462 0.16389 4.61819
C 2.45561 2.21761 4.51911
C 2.77486 -0.19351 -3.71892
H 3.07106 0.45293 -4.54505
C -0.89675 -2.91935 -3.10368
H -4.44851 2.72607 3.38223
H 4.58936 5.19402 -1.61520
H 1.25611 2.77069 -1.68842
H 2.98196 4.13049 -0.12374
H 4.51786 -1.00730 -5.44416
H -2.73444 -5.86939 1.61200
H 4.16586 3.54751 4.20169
H 2.33578 2.54333 5.55238
C -5.83601 -1.57488 -1.32738
H 3.29854 6.18450 -2.21249
H -0.54723 -6.24970 1.36418
C -6.08707 -1.26864 -3.64225
O -5.93419 -2.21479 -2.59966
O 5.45120 -2.48701 -4.36020
H -4.12996 0.31523 5.57204
H -1.87662 -4.87945 2.82671
H 2.84680 0.44286 -2.83690
H -1.12151 3.71702 -5.80574
H 0.64296 -0.76719 3.84221
N 3.77536 -1.25530 -3.55354
C -2.57146 1.67634 3.16954
H -1.07696 -1.99622 -2.55280
H -2.03060 4.98892 -5.01590
H 4.42284 3.99882 -3.51839
C -2.59012 -2.08600 -4.65034
C 6.38542 -1.05560 -0.13462
H 5.18319 1.07464 2.00839
C 3.56120 5.15365 -1.97487
H 4.37611 -0.77909 0.58118
F 1.85100 0.08267 0.34358
C 2.27945 3.11043 -1.84798
H -3.17622 -1.74505 1.01646
N -2.84527 -3.83621 1.15485
H 2.63105 -2.72423 -2.57345
C 2.92168 -2.39144 5.69185
O -4.23205 4.54436 -4.45804
H 0.15182 -2.92929 -3.40117
H 7.00034 -0.32283 -0.65713
C 2.98066 -1.57176 3.27588
H 0.97492 1.36588 3.23559
H -4.10731 5.21279 -1.81255
H 1.79478 -0.65842 -3.82567
H 0.71685 3.60751 2.13346
C -2.73444 -4.92470 2.15574
N 0.82456 -5.28258 2.72696
H -3.61672 -4.85873 2.79241
C -2.90156 3.29476 -0.36220
C -1.56611 4.01582 -4.85645
H 1.68272 5.00155 -0.92287
C 1.03378 3.63851 3.17591
H 3.47859 -3.29176 5.43229
C 3.45052 4.45135 -3.32372
H 2.23852 -2.64265 6.50319
C -3.09782 -2.53703 1.76127
O -4.58461 0.61774 3.65853
O -3.22851 -2.19652 -5.66976
N -2.45053 3.09522 -4.21436
H -0.44405 4.66322 -1.10251
H -5.38215 -2.27435 -0.62535
H 2.96956 2.33333 -1.51943
H -1.45399 1.24220 -4.37257
H -2.32193 -2.07886 2.37461
H 0.72121 -4.30828 4.61204
C 1.00941 -1.27823 4.74595
F -0.21385 -0.29558 1.71734
H -6.83011 -1.45850 -0.89573
H 2.33292 -1.13958 2.51315
H 0.29436 -3.97945 1.19118
H 6.66706 -2.50203 1.37753
H -3.29176 -0.84428 4.37141
O 0.48585 -6.31563 4.75305
H 2.93322 1.23988 4.45564
H 6.64354 1.18840 1.03010

---

4.
11
Properties=species:S:1:pos:R:3 method="wB97M-V/def2-TZVPD" lumo_energy_ev=0.8 relative_energy_kj_mol=334.4 gap_ev=10.10 smiles="[H]/N=C(/C#C)NN"
H -2.44380 -0.80851 -0.81268
C 1.64880 0.04533 -0.01217
N -0.61238 -0.48541 -0.04756
H -0.94905 1.86315 -0.00741
H -2.38833 -0.38967 0.85397
C 2.80225 -0.30404 0.00590
H 3.72438 -0.70625 -0.23276
H -0.14569 -1.35918 0.36196
N 0.04555 1.85334 -0.02019
N -1.97115 -0.27928 -0.04925
C 0.28942 0.57054 -0.03982

---

5.
23
Properties=species:S:1:pos:R:3 method="wB97M-V/def2-TZVPD" lumo_energy_ev="-4.4 / -5.6" total_charge=+1 relative_energy_kj_mol=302.5 gap_ev="8.42 / 7.00" smiles="CN[C@H](N=[NH2+])NN(C)C"
N -0.48536 0.35641 -2.00328
H 1.00307 -1.70755 -1.51843
H -1.18012 -1.64091 0.31913
H 2.09548 -0.15810 2.54040
N 0.41185 1.05314 -0.00658
H -0.67208 1.56862 -3.57098
N -0.73611 1.52638 -2.56978
H 0.13614 -3.00936 -0.72788
N -0.50597 -1.15635 -0.27133
C -0.74336 0.18110 -0.71456
C 1.46640 -0.41133 1.59647
C -0.41435 1.17073 2.14951
H 0.13884 1.29521 3.14112
H -0.99847 0.31235 2.30566
H 2.17530 -0.48672 0.70681
H -0.62135 -2.07033 -2.08329
H -1.39548 2.00097 -2.05749
N 0.69379 0.77508 1.23266
H 0.82972 -1.19790 1.57611
H 1.31501 0.97005 -0.47407
H -1.69402 0.70422 -0.13328
C -0.06452 -2.11496 -1.23602
H -0.75441 2.03923 1.79909